Record 1
The following is a quantum chemistry calculation of a 9-piece molecular cluster, C36H99N9O9 overall in a non-equilibrium geometry, from the OMol25 dataset.

The calculation puts the energy at -2600.63845 a.u. The value obtained for the highest occupied orbital energy is -8.55 eV. Its structure (SMILES) is COC[C@H](C)N.COC[C@H](C)N.COC[C@H](C)N.COC[C@H](C)N.COC[C@H](C)N.COC[C@H](C)N.COC[C@H](C)N.COC[C@H](C)N.COC[C@H](C)N. The energy relative to the best compared isomer or geometry (same formula, charge and spin) comes out at 514.55 kJ/mol. As for the total charge: 0. For the frontier orbital gap, the calculation gives 9.00 eV.

The geometry in XYZ format:
```
153
C36H99N9O9 (the ωB97M-V functional and the def2-TZVPD basis)
C -3.0286 3.3460 -6.5277
O -4.0215 2.5076 -5.8409
C -3.5912 1.6949 -4.7731
C -4.8401 0.9039 -4.2712
C -4.5411 0.2485 -2.8563
N -5.1095 -0.2185 -5.2273
H -3.4809 3.8217 -7.3979
H -2.1065 2.8176 -6.7698
H -2.8371 4.2025 -5.8813
H -2.7904 1.0891 -5.1971
H -3.0960 2.2906 -4.0064
H -5.7857 1.4454 -4.2447
H -5.1483 -0.6472 -2.7254
H -4.7740 0.9957 -2.0975
H -3.4985 -0.0583 -2.7739
H -5.4426 0.1503 -6.1066
H -5.9336 -0.6096 -4.7937
C 6.7797 -0.5707 -3.9308
O 6.0685 -1.6837 -3.5200
C 5.1319 -1.4849 -2.4596
C 4.2581 -2.7519 -2.3665
C 2.9555 -2.6243 -1.6115
N 5.0332 -3.8344 -1.7410
H 7.8440 -0.7102 -3.7412
H 6.5382 0.3570 -3.4121
H 6.5862 -0.4157 -4.9922
H 5.4595 -1.1706 -1.4686
H 4.4939 -0.6573 -2.7697
H 4.0627 -3.0199 -3.4049
H 3.2604 -2.3657 -0.5974
H 2.4465 -3.5881 -1.6201
H 2.2575 -1.8601 -1.9532
H 5.8870 -3.9204 -2.2738
H 4.5139 -4.6997 -1.7831
C -0.9954 -4.0359 5.3677
O 0.2264 -4.5885 4.9244
C 0.5784 -4.3572 3.5759
C -0.2380 -5.1428 2.5611
C -0.0408 -6.5775 2.4297
N -0.2378 -4.4558 1.2594
H -1.2259 -4.2644 6.4082
H -1.7890 -4.5215 4.7997
H -1.0738 -2.9678 5.1650
H 0.6662 -3.3004 3.3241
H 1.6318 -4.6276 3.5025
H -1.2821 -5.0202 2.8491
H -0.5555 -7.1154 1.6336
H -0.5055 -6.8986 3.3620
H 0.9918 -6.9074 2.5434
H -0.7768 -3.6028 1.3028
H 0.7089 -4.1472 1.0900
C 2.2599 2.7266 1.6395
O 2.9499 3.8505 1.2436
C 3.5677 3.6262 0.0114
C 4.7930 2.7817 0.0788
C 5.7295 3.1019 1.2811
N 5.6369 2.9354 -1.1852
H 2.0679 2.6948 2.7120
H 2.7769 1.7909 1.4264
H 1.3164 2.8105 1.1003
H 2.9499 3.2621 -0.8095
H 3.8416 4.6554 -0.2206
H 4.5335 1.7235 0.1082
H 6.5432 2.3980 1.4559
H 5.1574 3.1001 2.2089
H 6.3049 4.0191 1.1557
H 6.5755 2.6808 -0.9128
H 5.8073 3.8592 -1.5561
C 3.9044 3.1273 -6.0918
O 3.1946 2.4902 -5.0786
C 2.3514 1.3795 -5.5751
C 1.2468 1.1562 -4.5316
C 0.3895 2.3387 -4.1378
N 1.7712 0.6369 -3.2910
H 4.3423 2.4272 -6.8033
H 4.6510 3.7536 -5.6035
H 3.1927 3.8014 -6.5684
H 1.9787 1.5156 -6.5903
H 3.1235 0.6152 -5.6641
H 0.5611 0.3993 -4.9124
H -0.2380 2.0478 -3.2954
H -0.1953 2.9527 -4.8227
H 1.0593 3.0903 -3.7198
H 2.4452 1.3370 -3.0160
H 2.1162 -0.2982 -3.4543
C -1.5663 3.3638 3.2319
O -1.5397 3.2975 4.6695
C -2.1462 4.3270 5.4113
C -2.5673 4.0055 6.7859
C -3.6711 4.8787 7.4529
N -1.3840 3.9367 7.5974
H -1.2028 2.4430 2.7757
H -0.8802 4.1650 2.9571
H -2.5810 3.5654 2.8886
H -1.4498 5.1635 5.3547
H -3.0109 4.6745 4.8460
H -2.8737 2.9733 6.6159
H -3.9260 4.3561 8.3749
H -4.5705 5.0323 6.8566
H -3.2670 5.8495 7.7399
H -0.6836 3.4641 7.0441
H -0.9985 4.8449 7.8137
C -3.4122 -1.2391 5.7737
O -3.0186 -1.7751 7.0298
C -2.8006 -0.7678 7.9868
C -1.3215 -0.1104 8.0502
C -1.2746 1.0122 9.1216
N -0.9724 0.5255 6.7546
H -2.5255 -0.8013 5.3153
H -4.1725 -0.4584 5.7981
H -3.7261 -2.0046 5.0642
H -3.5324 0.0400 7.9825
H -3.0380 -1.3542 8.8745
H -0.6354 -0.9510 8.1545
H -0.5486 1.8068 8.9495
H -1.2028 0.6614 10.1512
H -2.1605 1.6400 9.0263
H -1.2573 -0.0659 5.9870
H -1.4807 1.3980 6.7340
C -2.7181 -0.8571 1.9245
O -1.5286 -1.6386 1.7890
C -0.3205 -0.9798 1.3707
C -0.3661 -0.3331 -0.0091
C -0.6234 -1.2766 -1.1875
N 0.7886 0.4910 -0.3384
H -3.5411 -1.2591 2.5154
H -3.2487 -0.6325 0.9992
H -2.5196 0.1536 2.2811
H -0.0968 -0.1701 2.0653
H 0.5318 -1.6592 1.3803
H -1.1828 0.3888 -0.0001
H -1.6915 -1.3631 -1.3868
H -0.1586 -2.2257 -0.9207
H -0.2259 -0.9863 -2.1600
H 1.6491 -0.0014 -0.1456
H 0.7741 0.6675 -1.3328
C -0.0868 -2.2930 -7.3494
O -0.3809 -2.6319 -5.9823
C -1.8031 -2.5530 -5.7613
C -2.1134 -2.5278 -4.2333
C -1.6905 -3.8681 -3.5776
N -3.5808 -2.5224 -4.0298
H -0.8462 -2.5706 -8.0804
H 0.7697 -2.8468 -7.7338
H -0.0071 -1.2190 -7.5173
H -2.2428 -1.7202 -6.3101
H -2.1545 -3.5252 -6.1070
H -1.7015 -1.6377 -3.7577
H -2.0894 -4.7473 -4.0835
H -2.0037 -3.8771 -2.5336
H -0.6132 -3.9973 -3.4741
H -4.0228 -1.6757 -4.3583
H -3.8961 -3.2378 -4.6692
```

Atom charges from the Mulliken analysis, given in e for atoms 1 to 6: atom 1 (C): -0.708, atom 2 (O): -0.420, atom 3 (C): -0.536, atom 4 (C): 0.763, atom 5 (C): -1.518, atom 6 (N): -0.842

***

Record 2
The following is a quantum chemistry calculation of C3H6N2O2 as an isolated structure in a non-equilibrium geometry, from the OMol25 dataset.

The calculation puts the energy at -377.70211 a.u. The value obtained for the highest occupied orbital energy is -9.92 eV. The energy relative to the best compared isomer or geometry (same formula, charge and spin) comes out at 675.36 kJ/mol. As for the total charge: 0. For the frontier orbital gap, the calculation gives 9.64 eV.

The geometry in XYZ format:
```
13
C3H6N2O2 (the ωB97M-V functional and the def2-TZVPD basis)
C 1.2640 1.1514 0.1004
C 0.1201 0.7693 -0.4705
C -0.8815 0.2353 0.3928
N -0.7788 -1.7192 0.1394
N -2.3005 0.2916 -0.1211
O -3.1062 -0.2169 0.6077
O -2.5008 0.8563 -1.1425
H 2.0974 1.5361 -0.4227
H 1.2141 1.2647 1.2023
H -0.0469 0.8523 -1.5486
H -0.8413 0.4391 1.5229
H 0.1808 -1.9186 0.6050
H -1.4068 -1.7285 0.9740
```

Atom charges from the natural (NBO) analysis, given in e for atoms 1 to 6: atom 1 (C): -0.338, atom 2 (C): -0.265, atom 3 (C): 0.006, atom 4 (N): -0.774, atom 5 (N): 0.531, atom 6 (O): -0.388